# 1
Computed, not measured: a molecular structure, C32H40CeCl2NOP3S in a non-equilibrium geometry, with the ωB97M-V functional and the def2-TZVPD basis.

The geometry in XYZ format:
```
81
C32H40CeCl2NOP3S, DFT the ωB97M-V functional and the def2-TZVPD basis
Ce 0.2250 -0.0089 3.3203
Cl -0.3905 -1.0673 5.5854
Cl 2.6638 0.9612 3.4376
S -2.7201 3.8977 3.2421
P -3.5867 -1.9591 0.5983
P 1.4933 -2.5021 2.6494
P 1.1752 1.1601 -1.5128
O -1.9920 0.3231 -0.4357
N -1.0576 1.9503 3.4491
C -0.9571 5.0773 -2.6835
C 1.1525 -1.5121 -2.2275
C 5.5823 2.0243 -2.5397
C -4.7651 -0.6730 0.1666
C 2.8043 -2.4069 1.4003
C 0.4379 -3.9110 2.1997
C -1.1281 -0.5945 0.2569
C -0.7180 3.2085 -1.1503
C -1.3472 4.4018 -1.5223
C -3.1307 -2.8925 -0.8733
C 4.9941 2.5629 -1.3902
C -1.5484 3.9163 4.5641
C 2.3448 -2.9926 4.1948
C 0.6896 3.3582 -3.1259
C 0.5884 -0.2474 -2.4726
C 0.0565 0.1180 0.8080
C 0.0672 4.5542 -3.4829
C -0.8095 -1.2143 -4.2009
C -0.7461 2.8021 4.5270
C -4.2248 -3.0129 1.8947
C 0.7052 -2.6290 -2.9369
C -0.2688 -2.4778 -3.9338
C -2.0535 -1.2435 1.2897
C 3.5091 0.8677 -3.0465
C 2.9153 1.4242 -1.8997
C 3.6700 2.2638 -1.0630
C -1.7577 -1.2027 2.5899
C 1.0308 0.7914 0.2353
C 4.8342 1.1760 -3.3608
C 0.2928 2.6667 -1.9669
C -2.0877 2.4087 2.6934
C -0.3946 -0.0981 -3.4672
H 2.8162 -2.1010 4.6403
H 5.2880 0.7446 -4.2532
H 0.0668 2.5172 5.2098
H -5.1401 -3.4997 1.5339
H -1.4422 6.0109 -2.9692
H 3.5500 -3.1890 1.5870
H -0.6006 -3.3422 -4.5046
H -2.7780 -2.2206 -1.6689
H 2.3668 -2.5189 0.4008
H 6.6175 2.2592 -2.7909
H -5.7191 -1.1488 -0.0978
H 1.6088 -3.3910 4.9093
H -1.5165 0.7866 -1.1471
H -1.5602 -1.0904 -4.9791
H -0.0428 -3.6996 1.2340
H 1.8731 1.1470 0.8363
H 1.9503 -1.6230 -1.4869
H -0.8093 0.8888 -3.6792
H 1.1271 -3.6106 -2.7217
H -1.4761 4.7051 5.3074
H 1.4957 2.9596 -3.7483
H -2.1418 4.8094 -0.8971
H 3.1100 -3.7445 3.9574
H -2.5131 1.8634 1.8447
H -3.4837 -3.7800 2.1572
H 3.2260 2.6878 -0.1599
H -0.3510 -4.0068 2.9587
H 1.0261 -4.8356 2.1389
H -2.4077 -1.7059 3.3126
H -0.7328 -1.3705 -0.4297
H -0.9970 2.7170 -0.2178
H -4.3880 -0.0977 -0.6878
H -4.0189 -3.4339 -1.2295
H 0.3822 5.0736 -4.3874
H -2.3418 -3.6160 -0.6245
H 2.9384 0.1920 -3.6863
H 3.2716 -1.4152 1.4696
H -4.4613 -2.4032 2.7762
H 5.5750 3.2178 -0.7418
H -4.9160 -0.0050 1.0242
```

The calculation puts the energy at -114034.06818 eV. Its net charge is +2. Its max |F| is 2.7 eV Å⁻¹. The value obtained for the HOMO-LUMO gap is 7.8389 eV.

# 2
Computed, not measured: 8 unconnected molecules or ions with the total composition C32H40FN9O5S in a non-equilibrium geometry, with the ωB97M-V functional and the def2-TZVPD basis.

The geometry in XYZ format:
```
88
C32H40FN9O5S, DFT the ωB97M-V functional and the def2-TZVPD basis
S -3.4533 -1.2442 1.5159
F -4.0592 -0.6898 0.2135
O 0.1073 -3.7066 2.6090
O -2.3395 -4.3886 -0.3763
O -4.5234 -1.7919 2.2681
O -2.7058 -0.2354 2.1780
O -1.7800 -6.2108 0.7694
N -1.8318 2.5325 1.1781
N -2.2703 4.3379 7.1778
N 2.1598 6.0373 5.3871
N -2.3938 -2.4467 0.9307
N 3.4059 -5.4506 -0.5244
N -1.7390 0.5326 -2.1961
N -2.1603 -3.2705 2.0827
N 6.5715 -3.2442 -1.6144
N -1.5520 1.2411 -8.3698
C -2.5176 2.1045 -8.8111
C -0.9574 -3.4414 2.3206
C -4.1116 -5.8814 0.5072
C -0.3246 4.0322 0.5593
C -1.3329 1.0704 -4.2996
C 4.0232 6.2775 6.5544
C -0.7205 2.7309 0.4085
C -0.4756 3.7014 6.0530
C -2.7220 3.6479 6.0848
C 7.0206 -1.6131 -3.0380
C -1.6308 3.2416 5.3655
C -3.0926 0.0011 -9.3582
C -2.6680 -5.5244 0.3445
C -0.2834 0.2314 -3.8322
C -2.2149 1.2368 -3.2678
C -3.4879 1.3652 -9.4311
C 3.0516 -6.5615 -1.2391
C -0.5630 -0.0849 -2.5312
C 7.5223 -2.7491 -2.4649
C 5.4660 -2.4331 -1.6368
C 4.3505 5.7567 5.2730
C 2.4034 -5.1262 0.3521
C 1.3959 -6.0409 0.1979
C -0.9026 4.3749 7.1666
C -1.2339 4.6445 1.4651
C 1.8118 -6.9530 -0.8123
C 2.6640 6.4402 6.5920
C 3.1788 5.6213 4.5770
C -2.1492 3.6933 1.8282
C -3.0796 -3.2480 -0.1312
C -1.8957 -0.0420 -8.6965
C 5.7155 -1.4120 -2.5116
H -1.6522 2.6780 4.4489
H 5.0393 -0.6086 -2.7485
H 6.6752 -4.0734 -1.0612
H -3.0834 -2.6423 -1.0296
H -3.1335 1.7933 -3.2036
H -4.1838 -6.9574 0.5285
H -4.4288 -5.5102 1.4801
H -2.3376 1.6691 1.2632
H -0.3088 1.9259 -0.1763
H -4.7682 -5.4310 -0.2258
H 1.1871 6.0398 5.1380
H -2.8529 4.7542 7.8788
H 2.0161 6.8065 7.3694
H -1.2628 -0.8706 -8.4308
H -3.7753 3.5074 5.9144
H -4.1120 -3.4437 0.1548
H 8.4694 -3.2448 -2.5870
H 4.7066 6.5058 7.3546
H 3.7077 -6.9745 -1.9856
H -2.4315 3.1644 -8.6467
H 0.5767 -0.1017 -4.3878
H 0.5215 4.4926 0.0782
H -3.6269 -0.8490 -9.7467
H 2.4956 -4.2758 1.0052
H -0.7184 1.5084 -7.8818
H -2.1853 0.4789 -1.3006
H 0.5511 3.5542 5.7614
H 4.6020 -2.6473 -1.0311
H 7.5314 -0.9925 -3.7541
H 1.2587 -7.7990 -1.1840
H -4.3818 1.7565 -9.8859
H 0.4602 -6.0695 0.7346
H 4.2660 -4.9493 -0.6267
H 2.9839 5.2656 3.5801
H -0.0309 -0.6929 -1.8193
H -1.4286 1.5016 -5.2815
H -0.3531 4.8720 7.9474
H -1.2162 5.6641 1.8111
H 5.3322 5.5104 4.9058
H -2.9945 3.7423 2.4922
```

The SMILES is CC(=O)OCN(N=C=O)S(=O)(=O)F.c1cc[nH]c1.c1cc[nH]c1.c1cc[nH]c1.c1cc[nH]c1.c1cc[nH]c1.c1cc[nH]c1.c1cc[nH]c1. The calculation puts the energy at -71029.63326 eV. Its max |F| is 3.1 eV Å⁻¹. The value obtained for the HOMO-LUMO gap is 8.1115 eV.

# 3
Computed, not measured: a molecular structure, C32H40FeN8O4S2 in a non-equilibrium geometry, with the ωB97M-V functional and the def2-TZVPD basis.

The geometry in XYZ format:
```
87
C32H40FeN8O4S2, DFT the ωB97M-V functional and the def2-TZVPD basis
Fe 0.3313 0.5439 -0.9605
S -2.0621 0.4751 -2.0800
S -4.1803 1.7823 -0.4019
O 0.1046 1.5762 3.1899
O 2.5308 0.9434 -4.7660
O 0.3928 -3.6203 0.1309
O 1.3939 1.0511 0.5683
N 1.2862 -1.0861 -2.1616
N -0.0787 -1.3869 0.0295
N 2.7144 -1.3795 0.5048
N 1.1948 -3.4672 5.9848
N -3.0925 2.9021 -2.4288
N 0.2336 -2.4305 4.1558
N 1.1377 1.3812 -3.0047
N -0.3366 -1.7657 6.2791
C -0.7824 -0.4213 2.1791
C -2.2590 -1.8833 0.8925
C 2.7713 -1.7761 -3.8754
C 0.6415 3.6795 -2.5129
C 0.4348 -2.5220 -0.4354
C -0.8100 4.9392 -3.9675
C 1.4938 3.6037 -1.2843
C -0.2389 2.6603 -4.5516
C -4.1075 3.8767 -2.0991
C 2.0144 -0.8021 -3.2308
C 2.8347 -0.5847 1.6995
C 2.5078 -2.8400 3.1211
C -4.6175 3.5380 -0.6995
C 1.7302 0.5612 1.7798
C 0.3588 -2.5656 5.4611
C -1.8591 -0.2088 3.0491
C -0.9117 3.8436 -4.8133
C -0.3333 1.5139 -5.5001
C 0.9985 -3.1266 3.1303
C 1.2371 -2.3262 -1.6897
C 1.9489 -3.3604 -2.2836
C 2.7378 -3.0726 -3.3883
C -0.0253 4.8512 -2.8275
C 1.9197 0.6052 -3.7607
C -3.1035 -0.7704 2.8493
C -3.2852 -1.6339 1.7815
C -0.9891 -1.2555 1.0497
C 3.0396 -1.3996 3.0089
C 0.5537 2.5613 -3.3780
C -3.0374 1.7717 -1.7234
C 0.4789 0.3077 2.6699
C -2.4759 -2.8117 -0.2574
H 2.0306 4.5385 -1.1385
H 3.3170 -3.8511 -3.8620
H -2.5132 3.0213 -3.2533
H 2.8960 -3.4293 2.2873
H -1.3149 5.8618 -4.2140
H -1.7031 0.4692 3.8792
H 0.8431 -0.2081 3.5650
H 2.7253 -0.8055 3.8678
H -2.1443 -2.3439 -1.1847
H -0.5831 0.5959 -4.9674
H -3.5227 -3.0884 -0.3495
H -1.5038 3.9211 -5.7144
H 4.1204 -1.5185 3.1111
H -3.9159 -0.5256 3.5152
H -0.1857 2.1290 2.4561
H -5.6946 3.6439 -0.6050
H -1.8803 -3.7162 -0.1215
H 2.2513 1.3573 2.3605
H 0.0772 5.7064 -2.1728
H -0.9008 -1.0215 5.9038
H 3.7416 0.0175 1.5769
H 0.8641 -4.2080 3.2440
H 3.5426 -1.3504 -0.0721
H -4.2438 -2.1034 1.6220
H 0.6345 1.3566 -5.9788
H 0.5532 -2.8601 2.1696
H 3.3677 -1.4899 -4.7271
H -4.1291 4.1248 0.0771
H -1.0795 1.6980 -6.2696
H 1.8792 -4.3502 -1.8594
H 2.9677 -3.2448 4.0285
H 1.5845 -4.1816 5.3941
H 1.2570 -3.6019 6.9793
H -4.9213 3.8277 -2.8330
H 0.8767 3.4224 -0.3997
H -0.4578 -1.7689 3.7929
H -0.2438 -1.8262 7.2795
H 2.2071 2.7847 -1.3696
H 2.4400 -2.3341 0.6745
H -3.6745 4.8798 -2.1246
```

The calculation puts the energy at -109998.22787 eV. The expectation value of S² is 8.766. Its net charge is +1. Its spin multiplicity is 6. Its max |F| is 3.2 eV Å⁻¹. The value obtained for the HOMO-LUMO gap (spin up / spin down) is 7.5698 / 6.1471 eV. Its energy above the lowest of the compared OMol25 structures with the same formula, charge and spin is 1.138 eV.